Record 1
Density functional theory data (ωB97M-V/def2-TZVPD) for 18 unconnected molecules or ions with the total composition C2H34F6NO21S2 at a distorted geometry.

```
! RIJCOSX wB97M-V def2-TZVPD def2/J DEFGRID3
* xyz -1 1
C 1.15 0.65 -2.22
F 1.63 1.47 -1.28
F 0.59 1.39 -3.17
F 2.13 -0.08 -2.70
S -0.14 -0.52 -1.51
O -1.09 -0.70 -2.57
O 0.58 -1.68 -1.10
N -0.80 0.35 -0.24
S -0.06 -0.16 1.08
O -0.67 -1.29 1.76
O 1.38 -0.24 1.04
C -0.21 1.26 2.27
F -1.47 1.63 2.49
F 0.37 0.91 3.39
F 0.44 2.31 1.74
O 0.57 -3.79 1.94
H 0.11 -2.93 1.87
H 1.00 -3.76 2.80
O -2.21 -3.41 -3.02
H -2.97 -3.32 -2.43
H -1.70 -2.61 -2.86
O 4.92 -1.24 -4.13
H 4.27 -0.68 -4.57
H 4.51 -1.49 -3.30
O -0.01 -0.19 -5.56
H 0.07 -0.26 -6.51
H -0.93 -0.42 -5.36
O -3.32 -2.02 -0.38
H -3.62 -1.67 0.48
H -3.32 -1.23 -0.96
O -3.38 0.64 -1.54
H -3.11 0.28 -2.39
H -2.55 0.71 -1.03
O 1.66 -3.97 -3.13
H 1.10 -4.05 -3.91
H 1.29 -3.23 -2.63
O 2.73 2.72 4.37
H 2.27 2.24 5.07
H 3.59 2.29 4.29
O -1.01 3.31 -0.72
H -0.94 3.66 0.17
H -0.84 2.36 -0.63
O -3.99 -1.13 2.22
H -3.64 -0.24 2.07
H -4.85 -0.98 2.63
O 2.42 1.36 -5.48
H 2.27 2.27 -5.21
H 1.57 0.92 -5.33
O -2.07 -0.71 4.48
H -2.60 -1.28 5.06
H -2.16 -1.11 3.60
O -1.75 -4.48 0.39
H -1.00 -4.42 1.01
H -2.09 -3.58 0.29
O 3.36 4.74 -1.06
H 3.00 3.87 -0.86
H 2.84 5.35 -0.52
O -2.22 1.93 5.33
H -2.75 2.47 4.73
H -2.26 1.02 4.97
O 1.36 5.05 3.43
H 1.76 4.31 3.92
H 0.91 4.62 2.70
O 3.68 -1.20 2.33
H 3.31 -0.32 2.42
H 2.94 -1.71 1.99
*
```

For the energy above the lowest of the compared OMol25 structures with the same formula, charge and spin, the calculation gives 0.0 kcal per mole. Its HOMO-LUMO gap is 9.49 eV. As for the HOMO energy: -7.73 eV. For the LUMO energy, the calculation gives 1.758 eV.

natural (NBO) atomic charge list, values in e, 4 entries: atom 1 (C): 0.748, atom 2 (F): -0.312, atom 3 (F): -0.304, atom 4 (F): -0.293

=====

Record 2
Density functional theory data (ωB97M-V/def2-TZVPD) for a molecular structure, C2H3IN3S at a distorted geometry.

```
! RIJCOSX wB97M-V def2-TZVPD def2/J DEFGRID3
* xyz 1 1
C 0.86 -1.03 -0.04
C -1.21 -0.18 0.02
N 0.19 -2.13 0.01
N 0.10 0.11 -0.03
N 0.62 1.35 -0.18
S -1.40 -1.89 0.06
I -2.72 1.24 0.04
H 1.93 -1.01 -0.08
H 1.59 1.44 0.09
H 0.02 2.11 0.12
*
```

For the energy above the lowest of the compared OMol25 structures with the same formula, charge and spin, the calculation gives 0.0 kcal per mole. Its HOMO-LUMO gap is 9.56 eV. As for the HOMO energy: -14.35 eV. For the LUMO energy, the calculation gives -4.792 eV.

natural (NBO) atomic charge list, values in e, 4 entries: atom 1 (C): 0.211, atom 2 (C): -0.212, atom 3 (N): -0.540, atom 4 (N): -0.172

=====

Record 3
Density functional theory data (ωB97M-V/def2-TZVPD) for 6 unconnected molecules or ions with the total composition C19H20Br2F8NO15 at a distorted geometry.

```
! RIJCOSX wB97M-V def2-TZVPD def2/J DEFGRID3
* xyz -1 1
N 0.79 0.45 -0.71
C 0.56 -0.97 -0.57
C 1.59 -1.87 -1.35
C 2.56 -2.66 -0.50
F 2.05 -3.00 0.71
Br 3.08 -4.38 -1.35
C 3.86 -1.87 -0.24
F 3.56 -0.60 0.09
F 4.66 -1.85 -1.32
Br 4.91 -2.61 1.25
H 0.63 0.64 -1.70
H 0.58 -1.20 0.49
H -0.42 -1.24 -0.95
H 1.07 -2.54 -2.01
H 2.17 -1.18 -1.95
C 1.86 -0.97 4.24
C 1.02 0.22 3.86
O -0.27 -0.15 4.37
C -0.07 -0.99 5.42
O -0.89 -1.30 6.21
O 1.21 -1.44 5.43
F 0.94 0.39 2.53
H 1.81 -1.75 3.47
H 2.90 -0.73 4.44
H 1.32 1.16 4.32
C -2.11 -5.13 -4.44
C -0.68 -4.83 -4.05
O -0.81 -3.65 -3.28
C -2.05 -3.66 -2.73
O -2.40 -2.96 -1.84
O -2.84 -4.59 -3.33
F 0.10 -4.59 -5.13
H -2.38 -4.59 -5.35
H -2.32 -6.19 -4.56
H -0.21 -5.61 -3.44
C -5.02 -1.83 -0.49
C -5.82 -0.64 -0.95
O -7.13 -0.95 -0.50
C -7.01 -1.76 0.59
O -7.89 -2.01 1.34
O -5.75 -2.23 0.69
F -5.84 -0.52 -2.31
H -5.05 -2.64 -1.22
H -3.99 -1.60 -0.25
H -5.51 0.31 -0.52
C 2.79 2.78 -0.92
C 3.24 4.22 -1.03
O 3.70 4.31 -2.37
C 3.00 3.38 -3.09
O 2.96 3.37 -4.28
O 2.37 2.52 -2.28
F 4.28 4.51 -0.19
H 3.61 2.11 -0.66
H 1.96 2.61 -0.24
H 2.45 4.95 -0.87
C 0.29 6.21 1.64
C -0.32 5.91 2.99
O -0.02 4.54 3.16
C 1.11 4.27 2.44
O 1.76 3.29 2.55
O 1.38 5.29 1.59
F -1.67 6.09 3.00
H -0.41 5.99 0.83
H 0.64 7.24 1.54
H 0.11 6.48 3.81
*
```

Its HOMO-LUMO gap is 4.32 eV. As for the HOMO energy: -2.20 eV. For the LUMO energy, the calculation gives 2.116 eV.

natural (NBO) atomic charge list, values in e, 4 entries: atom 1 (N): -1.131, atom 2 (C): -0.215, atom 3 (C): -0.530, atom 4 (C): 0.318

=====

Record 4
Density functional theory data (ωB97M-V/def2-TZVPD) for a molecular structure, C21H64AsF6O11 at a distorted geometry.

```
! RIJCOSX wB97M-V def2-TZVPD def2/J DEFGRID3
* xyz 0 2
As -0.24 0.23 -0.12
F -1.54 1.30 -0.91
F -1.58 -0.97 0.21
F 0.97 -0.70 0.71
F 1.09 1.43 -0.50
F -0.51 1.14 1.38
F 0.00 -0.53 -1.75
C 3.19 1.75 2.30
C 1.97 1.61 3.21
C 2.27 1.62 4.72
O 1.06 2.62 3.05
H 3.05 1.03 1.49
H 4.05 1.53 2.94
H 3.26 2.76 1.91
H 1.68 0.58 3.04
H 2.95 0.82 5.00
H 1.34 1.54 5.28
H 2.78 2.53 5.05
H 0.36 2.22 2.53
C -5.89 2.03 0.83
C -6.21 0.66 1.31
C -5.09 -0.33 1.02
O -6.35 0.74 2.74
H -5.49 2.70 1.59
H -6.86 2.44 0.55
H -5.32 2.16 -0.09
H -7.08 0.25 0.80
H -4.14 0.02 1.41
H -4.88 -0.63 0.00
H -5.17 -1.19 1.69
H -6.81 -0.08 2.94
C 4.99 2.52 -3.33
C 4.11 2.46 -2.05
C 4.25 3.58 -1.06
O 2.76 2.47 -2.55
H 4.60 1.88 -4.13
H 6.03 2.49 -3.02
H 4.95 3.57 -3.61
H 4.16 1.46 -1.64
H 5.31 3.76 -0.87
H 3.80 3.19 -0.15
H 3.79 4.52 -1.36
H 2.22 1.92 -1.97
C 4.41 -1.53 0.67
C 5.84 -0.97 0.50
C 6.75 -1.20 1.76
O 6.51 -1.69 -0.46
H 3.66 -1.02 0.07
H 4.12 -1.31 1.70
H 4.26 -2.60 0.57
H 5.83 0.10 0.26
H 6.54 -2.20 2.15
H 6.43 -0.52 2.55
H 7.79 -1.04 1.46
H 5.84 -2.01 -1.07
C 0.29 -4.16 -1.13
C 0.49 -4.77 0.22
C 0.04 -3.93 1.43
O -0.41 -5.82 0.14
H 0.95 -3.28 -1.13
H -0.70 -3.74 -1.32
H 0.75 -4.69 -1.96
H 1.45 -5.29 0.34
H -0.95 -3.50 1.29
H 0.78 -3.14 1.53
H 0.05 -4.48 2.37
H -1.28 -5.56 -0.16
C -2.62 3.85 1.24
O -2.92 3.34 -0.10
H -2.32 3.05 1.92
H -1.78 4.54 1.18
H -3.41 4.35 1.79
H -2.30 2.64 -0.35
C -0.32 3.39 -3.08
O 0.81 3.50 -3.99
H -0.41 4.33 -2.52
H -1.22 3.27 -3.67
H -0.07 2.53 -2.46
H 1.63 3.23 -3.56
C -3.07 0.78 4.13
O -4.19 1.58 4.21
H -2.55 1.06 3.21
H -2.47 1.04 5.01
H -3.43 -0.24 4.23
H -4.87 1.40 3.56
C -3.46 -3.69 0.06
O -2.75 -4.82 -0.45
H -3.82 -3.13 -0.80
H -4.29 -4.04 0.67
H -2.86 -3.04 0.71
H -3.42 -5.35 -0.88
C -3.54 -1.09 -2.90
O -3.47 -1.51 -4.32
H -2.56 -1.30 -2.47
H -3.51 0.00 -2.84
H -4.39 -1.45 -2.33
H -2.57 -1.81 -4.43
C -0.15 -2.35 -5.51
O -0.75 -1.99 -4.35
H 0.35 -3.24 -5.12
H -0.97 -2.63 -6.17
H 0.56 -1.63 -5.90
H -0.17 -1.29 -4.04
*
```

The expectation value of S² is 0.754. Its HOMO-LUMO gap (spin up / spin down) is 7.85 / 2.09 eV. As for the HOMO energy (spin up / spin down): -8.65 / -8.65 eV. For the LUMO energy (spin up / spin down), the calculation gives -0.805 / -6.564 eV.

Löwdin atomic charge list, values in e, 4 entries: atom 1 (As): 1.000, atom 2 (F): -0.283, atom 3 (F): -0.287, atom 4 (F): -0.252